1.
# C19H22O3

C19H22O3 in the gas phase (wB97M-V/def2-TZVPD, OMol25).

CARTESIAN COORDINATES (ANGSTROEM)
C: 0.82737 0.64631 -3.44906
C: -0.23892 0.69224 -4.66672
C: -1.58414 1.51738 -4.28510
C: -2.31542 0.95652 -2.97304
C: -2.28681 -0.45714 -2.72849
C: -3.01041 -0.90500 -1.35547
O: -3.73361 -1.93751 -1.27243
C: -2.77571 0.09518 -0.11823
C: -2.47832 -0.36813 1.38000
C: -0.91365 -0.17578 1.81511
C: 0.08187 -0.05595 0.56510
O: -0.59175 -1.37471 2.58685
C: 0.19378 -1.05830 3.75552
C: 1.76483 -1.00180 3.35305
C: 2.44497 -2.08818 2.44571
C: 3.94339 -1.94484 2.06390
C: 4.82609 -0.73812 2.54494
C: 4.14432 0.32562 3.45804
C: 2.64563 0.17927 3.83677
C: -2.79127 1.51010 -0.35800
C: -3.04542 1.92031 -1.89802
O: -3.73612 2.91686 -2.21175
H: 1.72209 -0.02814 -3.74100
H: 1.29438 1.68092 -3.23682
H: 0.39099 0.17520 -2.49454
H: -0.47514 -0.38729 -4.99869
H: 0.27939 1.26187 -5.52383
H: -1.23731 2.59200 -4.04751
H: -2.34502 1.54979 -5.13418
H: -1.78952 -1.20907 -3.42494
H: -2.76855 -1.47193 1.52345
H: -3.14596 0.24133 2.10064
H: -0.84813 0.78709 2.42807
H: 0.08615 -1.07053 0.00968
H: -0.14944 0.82490 -0.13680
H: 1.16897 0.12147 0.92025
H: -0.06731 -0.05625 4.23660
H: 0.06608 -1.87095 4.55665
H: 1.84873 -2.97460 2.04915
H: 4.45779 -2.69971 1.37887
H: 5.91737 -0.60209 2.25650
H: 4.72068 1.24605 3.82862
H: 2.11728 0.97291 4.48398
H: -2.61422 2.26270 0.47715

Cartesian forces (eV/Å) of the 3 atoms listed first:
C 0.454 -0.453 -0.305
C 0.170 0.277 0.533
C 0.237 0.339 0.982

E_LUMO	-0.0340	Ha
HOMO energy	-8.85	eV
SMILES	CCCC1=CC(=O)C(C[C@H](C)OCc2ccccc2)=CC1=O

2.
# C5H10N3O

A gas-phase ion, C5H10N3O (charge +1) (wB97M-V/def2-TZVPD, OMol25).

CARTESIAN COORDINATES (ANGSTROEM)
C: 1.38444 0.58302 0.17870
C: -2.21235 1.56993 0.13207
C: -1.65922 0.28412 0.26871
C: 2.94127 0.25543 -0.16939
C: -1.12018 -1.96274 -0.14088
N: 1.00799 1.69147 0.43656
N: 0.58904 -0.58282 -0.05732
N: -0.70718 -0.62465 0.19863
O: -2.94944 0.27236 -0.03010
H: -2.41643 2.29027 0.92818
H: -1.96817 2.08930 -0.75517
H: 3.21182 -0.74757 -0.30478
H: 3.50170 0.61260 0.69275
H: 3.23368 0.83866 -0.96703
H: -1.06367 -2.57869 0.80903
H: -2.08306 -2.15877 -0.51635
H: -0.46115 -2.20035 -1.04414
H: 0.90948 -1.60614 -0.22336
H: -0.13856 1.97458 0.56389

Cartesian forces (eV/Å) of the 3 atoms listed first:
C 3.391 -5.617 -2.334
C 0.203 0.904 0.595
C 1.986 -1.535 -0.557

charge	+1
E_LUMO	-0.1609	Ha
HOMO energy	-13.95	eV
SMILES	[H]/N=C(/C)N/[N+](C)=C1\CO1

Number 1: gap between HOMO and LUMO 7.93 eV, F_max 4.79 eV/Å. Number 2: gap between HOMO and LUMO 9.57 eV, F_max 7.91 eV/Å.